[1]
{
  "formula": "C4H13NO",
  "method": "ωB97M-V/def2-TZVPD",
  "gap_ev": 8.50,
  "de_lowest_kcal_mol": 56.0,
  "lumo_ha": 0.02331,
  "smiles": "CCNCC.O",
  "species": ["C", "H", "N", "H", "H", "H", "H", "C", "H", "H", "H", "H", "H", "H", "C", "C", "H", "O", "H"],
  "xyz": [[-1.79, 0.11, 1.29], [1.82, 1.82, -0.79], [0.15, 1.30, 0.36], [0.66, 1.22, -1.68], [3.13, -0.05, -0.44], [0.52, 1.26, 1.28], [2.12, -0.50, -1.90], [-1.26, 1.05, 0.15], [1.70, -1.09, -0.19], [-1.73, 2.05, 0.22], [-1.07, -0.56, 1.50], [-2.52, -0.42, 0.67], [-2.18, 0.53, 2.20], [-0.66, -2.26, -0.69], [1.17, 0.96, -0.66], [2.12, -0.17, -0.81], [-1.56, 0.68, -0.84], [-0.26, -2.47, 0.21], [-0.33, -3.46, 0.10]],
  "nbo_charge": [-0.6232, 0.1819, -0.6594, 0.1806, 0.2089, 0.3674, 0.2155, -0.1986, 0.2251, 0.1771, 0.2159, 0.2006, 0.2050, 0.4665, -0.2380, -0.6499, 0.1865, -0.9307, 0.4689]
}

[2]
{
  "formula": "C4H13NO",
  "method": "ωB97M-V/def2-TZVPD",
  "gap_ev": 10.51,
  "de_lowest_kcal_mol": 21.6,
  "lumo_ha": 0.03570,
  "smiles": "CCC.NCO",
  "species": ["N", "H", "C", "C", "H", "H", "H", "H", "H", "H", "C", "H", "H", "H", "C", "H", "H", "O", "H"],
  "xyz": [[3.30, 1.61, -0.47], [-0.98, 0.77, 0.23], [-2.36, -0.92, -0.19], [-2.02, -1.50, 1.18], [3.60, 2.22, 0.27], [-3.36, -0.51, -0.15], [1.25, 1.39, -0.33], [3.94, 1.37, -1.19], [-0.58, -0.03, -1.25], [-1.07, -2.03, 1.18], [-1.43, 0.25, -0.62], [-2.28, -1.66, -0.98], [-2.72, -2.26, 1.51], [2.50, 0.19, 1.28], [2.14, 0.79, -0.47], [-2.01, -0.71, 1.94], [-2.06, 1.01, -1.09], [2.05, -0.24, 0.56], [2.10, 0.24, -1.41]],
  "nbo_charge": [-0.8859, 0.1995, -0.3963, -0.6054, 0.3845, 0.1915, 0.1475, 0.3808, 0.2039, 0.2086, -0.6088, 0.1985, 0.2033, 0.4555, 0.0812, 0.1994, 0.2038, -0.7344, 0.1726]
}

[3]
{
  "formula": "C4H13NO",
  "method": "ωB97M-V/def2-TZVPD",
  "gap_ev": 10.24,
  "de_lowest_kcal_mol": 24.8,
  "lumo_ha": 0.03447,
  "smiles": "CCCNC.O",
  "species": ["H", "H", "H", "C", "O", "C", "H", "H", "H", "C", "C", "N", "H", "H", "H", "H", "H", "H", "H"],
  "xyz": [[1.53, -0.28, 0.64], [1.65, 3.64, -0.60], [-0.94, -1.62, -2.11], [-1.73, -0.97, -1.70], [1.39, 3.55, -1.54], [-0.26, -1.03, 0.40], [0.08, -0.57, 3.04], [0.25, -1.85, -0.13], [-2.23, -0.46, -2.54], [0.96, -0.69, 2.39], [-0.94, -0.13, -0.68], [0.63, -0.12, 1.12], [-0.05, 0.30, -1.18], [1.62, 4.42, -1.94], [1.78, -0.06, 2.78], [-1.02, -1.49, 1.07], [1.28, -1.75, 2.42], [-1.53, 0.70, -0.26], [-2.47, -1.60, -1.18]],
  "nbo_charge": [0.3404, 0.4722, 0.1958, -0.6152, -0.9402, -0.2272, 0.1867, 0.1686, 0.2151, -0.4157, -0.3896, -0.6000, 0.1965, 0.4686, 0.1933, 0.1836, 0.1645, 0.2054, 0.1971]
}

[4]
{
  "formula": "C4H13NO",
  "method": "ωB97M-V/def2-TZVPD",
  "gap_ev": [11.10, 5.35],
  "de_lowest_kcal_mol": 80.5,
  "lumo_ha": [-0.12536, -0.33612],
  "charge": 1,
  "spin_multiplicity": 2,
  "species": ["C", "C", "H", "H", "H", "H", "H", "H", "O", "N", "H", "H", "H", "H", "H", "H", "C", "H", "C"],
  "xyz": [[0.39, -0.76, 1.86], [1.23, 0.37, -0.90], [-0.93, -0.13, -0.69], [-0.34, 1.23, 1.39], [2.20, -0.07, -1.09], [0.18, -2.40, 0.52], [-0.93, 0.89, -3.06], [-1.22, 2.28, -2.63], [-1.23, 1.41, -2.30], [-0.22, 0.63, 2.04], [1.41, -0.91, 1.80], [1.43, 0.84, -0.03], [0.19, -1.57, 2.73], [-1.31, -1.62, 0.48], [0.37, 1.19, 2.73], [0.11, -1.29, -1.56], [-0.19, -1.47, 0.61], [1.07, 0.85, -1.94], [0.10, -0.62, -0.66]],
  "nbo_charge": [-0.3152, -0.6321, 0.2230, 0.3848, 0.2252, 0.2286, 0.4741, 0.4784, -0.9454, -0.2252, 0.2985, 0.1732, 0.3292, 0.2496, 0.4062, 0.2347, -0.4205, 0.2631, -0.4302]
}

[5]
{
  "formula": "C4H13NO2",
  "method": "ωB97M-V/def2-TZVPD",
  "gap_ev": [2.80, 6.71],
  "de_lowest_kcal_mol": 33.6,
  "lumo_ha": [0.13660, 0.13389],
  "charge": -1,
  "spin_multiplicity": 2,
  "species": ["O", "H", "C", "H", "H", "H", "C", "H", "H", "H", "H", "H", "H", "O", "C", "H", "N", "H", "H", "C"],
  "xyz": [[1.59, 1.86, 0.41], [-1.44, 3.32, 0.30], [0.33, -0.05, -2.20], [0.14, -2.73, 1.10], [-0.52, -1.53, 3.23], [-0.87, -2.13, -1.03], [-0.73, -1.30, -0.34], [-0.70, 0.24, -2.40], [-1.61, -0.65, -0.33], [1.28, 1.01, -0.02], [1.29, -0.93, -0.60], [2.09, 1.68, 1.21], [1.09, 0.68, -2.50], [-1.24, 2.44, 0.63], [-0.46, -1.81, 1.05], [-0.27, 2.34, 0.59], [0.42, -0.45, -0.79], [-0.67, -0.03, 2.29], [0.73, -0.88, -2.83], [-0.44, -1.09, 2.24]],
  "nbo_charge": [-1.0274, 0.4457, -0.4383, 0.1360, 0.1539, 0.1456, -0.2782, 0.1990, 0.1772, 0.5122, 0.3423, 0.4677, 0.1815, -0.9712, -0.4639, 0.5032, -0.6860, 0.1545, 0.1462, -0.7000]
}

[6]
{
  "formula": "C4H13NO2",
  "method": "ωB97M-V/def2-TZVPD",
  "gap_ev": 8.65,
  "de_lowest_kcal_mol": 27.8,
  "lumo_ha": 0.02345,
  "smiles": "C/C=C(/C)N.O.O",
  "species": ["C", "H", "H", "C", "H", "C", "H", "H", "H", "H", "H", "H", "O", "H", "H", "H", "H", "C", "O", "N"],
  "xyz": [[-0.76, -1.09, 1.01], [1.89, 1.84, -0.92], [-5.73, -0.46, -2.81], [0.03, 0.05, 0.47], [-1.71, -1.30, 0.53], [0.48, 0.12, -0.79], [2.60, 0.28, -1.02], [0.58, 0.72, 2.31], [2.62, 0.22, 1.64], [0.90, 1.81, 1.09], [-4.21, -0.89, -2.98], [2.48, -0.53, 3.01], [3.07, -0.06, 2.42], [1.68, 1.02, -2.38], [-0.13, -1.97, 0.84], [-0.87, -0.92, 2.07], [-0.05, -0.55, -1.46], [1.69, 0.83, -1.30], [-4.85, -0.20, -3.13], [0.30, 1.06, 1.41]],
  "nbo_charge": [-0.6511, 0.2013, 0.4745, 0.1879, 0.2328, -0.3069, 0.2110, 0.3632, 0.4746, 0.3787, 0.4731, 0.4686, -0.9430, 0.2267, 0.2235, 0.2092, 0.1953, -0.6507, -0.9475, -0.8212]
}

Copy entry 3 word for word.
{
  "formula": "C4H13NO",
  "method": "ωB97M-V/def2-TZVPD",
  "gap_ev": 10.24,
  "de_lowest_kcal_mol": 24.8,
  "lumo_ha": 0.03447,
  "smiles": "CCCNC.O",
  "species": ["H", "H", "H", "C", "O", "C", "H", "H", "H", "C", "C", "N", "H", "H", "H", "H", "H", "H", "H"],
  "xyz": [[1.53, -0.28, 0.64], [1.65, 3.64, -0.60], [-0.94, -1.62, -2.11], [-1.73, -0.97, -1.70], [1.39, 3.55, -1.54], [-0.26, -1.03, 0.40], [0.08, -0.57, 3.04], [0.25, -1.85, -0.13], [-2.23, -0.46, -2.54], [0.96, -0.69, 2.39], [-0.94, -0.13, -0.68], [0.63, -0.12, 1.12], [-0.05, 0.30, -1.18], [1.62, 4.42, -1.94], [1.78, -0.06, 2.78], [-1.02, -1.49, 1.07], [1.28, -1.75, 2.42], [-1.53, 0.70, -0.26], [-2.47, -1.60, -1.18]],
  "nbo_charge": [0.3404, 0.4722, 0.1958, -0.6152, -0.9402, -0.2272, 0.1867, 0.1686, 0.2151, -0.4157, -0.3896, -0.6000, 0.1965, 0.4686, 0.1933, 0.1836, 0.1645, 0.2054, 0.1971]
}